Computed, not measured: a cluster of 8 separate species, C9H29Br8N3O3 in total at a distorted geometry, with ωB97M-V/def2-TZVPD.

Output
* molar mass: 866.6 g/mol
* energy relative to the best compared isomer or geometry (same formula, charge and spin): 50.70 kcal per mole
* 2S+1: 1
* gap between HOMO and LUMO: 6.75 eV
* total charge: +2

CARTESIAN COORDINATES (ANGSTROEM)
N: -21.6263 -23.8900 8.9145
H: -21.1749 -23.3956 9.6707
H: -21.1276 -23.6605 8.0667
H: -22.5259 -23.4352 8.8510
H: -21.8243 -24.8798 8.9494
N: -25.4357 -24.1062 6.7055
H: -25.2664 -23.3354 7.3358
H: -26.0871 -23.7846 6.0039
H: -25.8668 -24.8234 7.2711
H: -24.7293 -24.4842 6.0905
N: -25.7379 -20.3737 4.9198
H: -26.5387 -20.8175 4.4936
H: -25.7700 -20.2447 5.9211
H: -25.8575 -19.4434 4.5454
H: -24.9192 -20.8786 4.6116
O: -24.9752 -20.9302 9.7809
C: -24.6749 -21.5188 8.6178
O: -23.9099 -22.4665 8.6672
O: -25.1657 -21.1387 7.5102
H: -24.3478 -21.3889 10.3445
Br: -23.5507 -23.6410 11.9046
C: -23.4475 -23.9129 13.8945
C: -24.8105 -24.4358 14.3622
Br: -24.6052 -25.2491 16.1972
H: -23.0151 -23.0153 14.3367
H: -22.6278 -24.5909 14.1323
H: -25.0995 -25.2499 13.6975
H: -25.6528 -23.7439 14.3621
Br: -27.5696 -21.4392 12.4776
C: -27.8465 -22.5918 10.8327
C: -29.2897 -22.6625 10.4929
Br: -29.3194 -23.5049 8.6504
H: -27.2936 -23.5234 10.9538
H: -27.2531 -22.0364 10.1065
H: -29.8708 -21.7414 10.4500
H: -29.8253 -23.2465 11.2413
Br: -22.9933 -20.5709 15.6275
C: -24.5271 -20.1430 14.4447
C: -24.0626 -19.4548 13.1426
Br: -23.4527 -17.6089 13.6497
H: -25.2346 -19.4702 14.9293
H: -24.9744 -21.1253 14.2923
H: -24.8108 -19.3075 12.3637
H: -23.3309 -20.0991 12.6552
Br: -26.9741 -17.6036 11.4006
C: -26.9892 -18.0845 9.4496
C: -28.3206 -18.8055 9.2380
Br: -28.3321 -19.8531 7.5559
H: -26.1969 -18.7940 9.2106
H: -26.7005 -17.2352 8.8304
H: -29.2236 -18.1965 9.1945
H: -28.4768 -19.5647 10.0043